# 1
48
Properties=species:S:1:pos:R:3:mulliken_charge:R:1 method="wB97M-V/def2-TZVPD" homo_energy_ev=-14.79 orbital_gap_ev=1.43 total_charge=+3 largest_force_ev_per_a=3.59
Zr -0.8010 -3.1623 -4.5747 1.67
F -0.8753 -2.1352 -0.8646 -0.67
C -5.9425 -4.8008 -1.8600 -0.56
O -5.3237 -4.5673 -3.1750 -0.52
H -5.4813 -4.3337 -0.9898 0.24
H -6.9613 -4.4135 -1.8670 0.26
H -5.8052 -5.8572 -1.6289 0.26
H -6.0922 -4.7206 -3.7295 0.33
N -0.8944 0.4171 5.1767 -0.03
C 0.1442 1.1972 5.6925 -0.28
C -0.4419 2.0104 6.6490 -0.19
C -1.7347 1.6850 6.8170 -0.22
C -1.9780 0.6550 5.9831 -0.20
H -0.9047 -0.1560 4.3452 0.25
H 1.1966 1.1720 5.4513 0.38
H 0.0892 2.7525 7.2265 0.41
H -2.4887 2.1319 7.4479 0.41
H -2.9614 0.2405 5.8172 0.38
C 4.2800 -4.2073 1.6906 -0.84
S 5.1194 -4.4156 0.0203 0.58
O 4.2145 -3.8053 -1.0511 -0.48
C 6.3675 -3.0533 0.2069 -0.88
H 4.9070 -4.5173 2.5265 0.37
H 3.3472 -4.7701 1.7262 0.33
H 4.0621 -3.1410 1.7518 0.29
H 6.9768 -3.1543 1.1051 0.39
H 5.9357 -2.0697 0.3917 0.31
H 6.9159 -3.0472 -0.7351 0.31
C 4.8383 2.5107 -3.6832 -0.89
S 3.0451 2.4640 -3.5203 0.59
O 2.4478 1.0844 -3.7301 -0.52
C 2.9509 2.7888 -1.7091 -0.88
H 5.3475 1.8258 -3.0052 0.32
H 5.1763 3.5378 -3.5457 0.37
H 5.1701 2.2008 -4.6741 0.34
H 3.2608 3.7606 -1.3249 0.39
H 3.6347 2.0622 -1.2701 0.28
H 1.9958 2.5043 -1.2676 0.34
C -4.0193 4.2390 -3.2057 -0.90
S -4.7178 2.5859 -2.8379 0.59
O -3.6791 1.5790 -3.3588 -0.50
C -4.6690 2.7188 -1.0323 -0.92
H -4.5996 5.0287 -2.7284 0.38
H -3.8795 4.5000 -4.2547 0.33
H -3.0894 4.3852 -2.6562 0.32
H -5.4246 3.4304 -0.6994 0.38
H -3.7002 2.9996 -0.6191 0.32
H -4.9583 1.8600 -0.4268 0.35

# 2
46
Properties=species:S:1:pos:R:3:mulliken_charge:R:1 method="wB97M-V/def2-TZVPD" homo_energy_ev=-7.96 orbital_gap_ev=8.63 e_above_lowest_kcal_mol=49.6 smiles=OCC[C@H]1CN(Cc2ccsc2)CCN1C1CCCC1 largest_force_ev_per_a=0.56
O -2.5666 -0.9548 -3.5901 -0.56
C -2.2554 -0.1164 -2.4986 -0.39
C -1.7355 -0.9028 -1.2971 -0.75
C -1.6253 -0.0715 -0.0016 0.12
C -1.3444 -1.0158 1.1782 -1.60
N -0.0200 -1.5891 1.0451 0.44
C 0.2379 -2.6228 2.0331 -0.93
C 1.4931 -3.3740 1.7056 0.55
C 2.5276 -3.6561 2.6353 -0.96
C 3.5554 -4.3493 2.0865 -0.24
S 3.2943 -4.6729 0.4184 -0.16
C 1.7779 -3.8677 0.4706 -0.31
C 0.9667 -0.5278 1.1086 -1.17
C 0.7350 0.4559 -0.0357 -0.52
N -0.6144 0.9581 0.0307 0.36
C -0.8909 2.2721 -0.5010 -0.36
C -0.5065 3.3610 0.5317 -0.74
C 0.0218 4.5319 -0.2883 -0.66
C 0.7708 3.8423 -1.4240 -0.80
C -0.1458 2.6783 -1.8027 -0.93
H -1.7824 -1.4674 -3.8158 0.34
H -1.5288 0.6455 -2.8055 0.21
H -3.1942 0.3832 -2.2454 0.27
H -2.4316 -1.7231 -1.1103 0.28
H -0.7630 -1.3418 -1.5254 0.40
H -2.5930 0.4121 0.1774 0.62
H -2.0800 -1.8230 1.1887 0.51
H -1.4406 -0.4431 2.1186 0.35
H 0.3151 -2.2078 3.0546 0.30
H -0.6095 -3.3168 2.0166 0.41
H 2.4969 -3.3523 3.6667 0.35
H 4.4564 -4.6913 2.5551 0.45
H 1.1807 -3.7942 -0.4152 0.44
H 1.9629 -0.9675 1.0222 0.51
H 0.9025 0.0134 2.0709 0.25
H 1.4287 1.2916 0.0648 0.45
H 0.9564 -0.0600 -0.9851 0.16
H -1.9680 2.3164 -0.6803 0.57
H -1.3520 3.6347 1.1600 0.33
H 0.2797 2.9702 1.1778 0.26
H 0.6587 5.1972 0.2932 0.40
H -0.8087 5.1134 -0.6920 0.28
H 0.9633 4.5063 -2.2659 0.41
H 1.7291 3.4687 -1.0589 0.27
H 0.4150 1.8465 -2.2238 0.37
H -0.8696 3.0109 -2.5477 0.42

# 3
120
Properties=species:S:1:pos:R:3:mulliken_charge:R:1 method="wB97M-V/def2-TZVPD" homo_energy_ev=-7.50 orbital_gap_ev=6.65 largest_force_ev_per_a=3.22
O 9.1570 -0.6395 -1.8545 -0.36
C 8.1899 -0.1391 -2.1576 0.60
N 7.0612 0.1062 -2.5733 -0.56
C 6.0987 0.3171 -1.5302 0.06
C 6.4070 0.8199 -0.2310 -0.62
C 5.4194 1.0349 0.7731 0.45
C 5.8045 1.6118 2.1612 -0.03
C 7.3293 1.8221 2.3519 -0.19
O 8.0884 0.9073 2.2847 -0.45
C 4.0703 0.7355 0.4425 -0.73
C 3.7708 0.2416 -0.8554 0.62
C 4.7378 0.0169 -1.8604 -1.59
C 2.2961 -0.0372 -1.2175 0.24
O 1.9959 0.1168 -2.3684 -0.71
C 1.3224 -0.4376 -0.1173 0.08
C 0.1920 -1.2745 -0.3678 0.58
C -0.0832 -1.8707 -1.7591 -0.50
C -0.3259 -3.4365 -1.7000 -0.76
C 0.2588 -4.1749 -2.9274 -0.82
I -0.0770 -6.3159 -2.5719 -0.05
C -0.6599 -1.5173 0.7720 1.00
C -1.9806 -2.3501 0.6855 -1.64
C -2.8889 -1.5617 -0.3668 0.64
C -4.3626 -1.3946 0.1216 -1.37
C -4.4647 -0.4418 1.3545 0.00
N -5.1529 0.8452 1.1636 1.01
C -5.7839 1.4552 0.0977 -0.97
C -6.2995 2.7148 0.4974 -0.72
C -5.9483 2.9071 1.9057 -0.85
C -5.2480 1.7373 2.1978 -0.78
C -0.3621 -1.0011 2.0646 -0.83
C 0.7940 -0.2049 2.3026 0.70
C 1.0478 0.2733 3.7438 -1.03
O 0.5889 1.6157 3.8475 -0.01
O 1.2481 2.1842 4.9306 -0.50
C 1.6139 0.0826 1.1935 0.39
C 2.8793 0.9440 1.3856 0.19
O 2.9340 1.7903 2.2352 -0.60
H 7.4679 1.0636 -0.0424 0.28
H 5.4543 0.9050 2.9404 0.21
H 5.3021 2.6038 2.2242 0.22
H 7.7226 2.8582 2.5135 0.33
H 4.4574 -0.3291 -2.8471 1.41
H -0.9376 -1.3413 -2.2357 0.01
H 0.7687 -1.7335 -2.4576 0.53
H 0.1552 -3.8837 -0.7978 0.62
H -1.4133 -3.5950 -1.5703 0.31
H 1.3544 -4.0827 -3.0352 0.18
H -0.2847 -3.9712 -3.8714 0.47
H -2.4835 -2.3183 1.6753 0.53
H -1.8058 -3.3918 0.3614 0.48
H -2.4744 -0.5320 -0.4325 -0.08
H -2.8196 -1.9749 -1.3953 -0.29
H -4.7160 -2.4080 0.4317 0.26
H -4.9822 -1.1121 -0.7525 0.47
H -5.0655 -0.9874 2.1080 -0.23
H -3.4338 -0.2348 1.7099 0.50
H -5.8957 1.0475 -0.9107 0.37
H -6.8679 3.4241 -0.1235 0.46
H -6.1523 3.7625 2.5640 0.48
H -4.8036 1.5587 3.2166 0.88
H -1.0275 -1.2385 2.9155 0.21
H 0.4984 -0.4349 4.4135 0.45
H 2.1256 0.1367 3.9744 0.32
H 2.1831 2.2404 4.6534 0.34
C -0.0177 -6.5967 -6.4692 -0.10
Cl 0.9280 -6.2424 -7.9201 -0.17
Cl -1.2781 -5.3832 -6.2077 -0.11
H -0.4867 -7.5688 -6.5832 0.32
H 0.6449 -6.6037 -5.6093 0.05
C 4.6654 -3.2760 -4.2245 -0.44
Cl 3.7234 -4.7720 -4.1073 -0.14
Cl 4.7033 -2.4077 -2.6811 -0.04
H 5.6823 -3.5228 -4.5137 0.42
H 4.2121 -2.6357 -4.9751 0.27
C -2.4440 2.9150 -2.0947 -0.38
Cl -1.8625 1.2561 -2.2057 0.14
Cl -3.9729 2.9821 -1.1991 -0.05
H -1.7066 3.5291 -1.5859 0.07
H -2.6031 3.2872 -3.1031 0.35
C -3.2645 -1.3531 -5.7021 -0.36
Cl -2.6152 0.1889 -5.1357 -0.11
Cl -3.7523 -2.3873 -4.3536 -0.14
H -4.1325 -1.1603 -6.3249 0.34
H -2.5015 -1.8643 -6.2800 0.25
C -2.2937 3.7123 4.4511 -0.18
Cl -2.0992 5.2670 3.6298 -0.22
Cl -3.2604 2.5870 3.4738 0.17
H -1.3110 3.2806 4.6235 -0.05
H -2.7965 3.8758 5.3993 0.32
C -6.0190 -2.1110 5.1856 -0.45
Cl -5.8699 -0.5612 4.3478 0.03
Cl -6.9286 -3.2801 4.2187 -0.17
H -5.0262 -2.5083 5.3739 0.29
H -6.5380 -1.9526 6.1262 0.33
C 1.5668 4.0992 -1.7064 -0.23
Cl 1.0324 5.7534 -1.3602 -0.17
Cl 0.8359 2.9313 -0.6017 -0.01
H 1.2825 3.8452 -2.7238 0.33
H 2.6415 4.0471 -1.6008 0.13
C -9.2835 1.3573 5.1867 -0.39
Cl -7.8580 1.5455 4.1617 0.00
Cl -8.8538 1.3776 6.9048 -0.18
H -9.9711 2.1734 4.9877 0.31
H -9.7592 0.4086 4.9563 0.27
C 5.5493 -8.3277 -3.9385 0.13
Cl 5.2747 -8.9343 -5.5761 -0.15
Cl 5.1099 -9.5323 -2.7222 -0.15
H 6.6008 -8.0826 -3.8263 0.27
H 4.9430 -7.4405 -3.7883 -0.09
C 5.6706 5.8040 -2.6893 -0.39
Cl 6.2532 4.1366 -2.7965 -0.10
Cl 4.1334 5.8908 -1.8211 -0.08
H 6.4073 6.4009 -2.1608 0.31
H 5.5292 6.1931 -3.6927 0.30
C -0.0787 7.1855 5.8892 0.00
Cl -0.6301 8.8521 6.0980 -0.17
Cl -0.8206 6.1063 7.0761 -0.15
H -0.3481 6.8480 4.8941 0.06
H 0.9993 7.1539 6.0130 0.27

# 4
47
Properties=species:S:1:pos:R:3:mulliken_charge:R:1 method="wB97M-V/def2-TZVPD" homo_energy_ev="-15.06 / -15.31" orbital_gap_ev="7.70 / 5.43" total_charge=+2 largest_force_ev_per_a=4.02 spin_multiplicity=6
C 0.4090 -0.3270 -4.0502 -1.35
C 0.6901 -0.2135 -2.5035 0.71
H 1.2636 -0.3184 -4.7856 0.39
H -0.2555 0.5094 -4.3972 0.28
H -0.1597 -1.2555 -4.3093 0.32
O 1.8247 -0.0473 -2.0167 -0.37
Cl -2.5816 -0.4085 -2.0662 -0.26
Ru -0.7526 -0.1937 -0.9275 0.07
P 0.1008 1.9305 -0.6973 1.44
C 1.6275 2.0340 0.3306 -1.36
C 0.7191 2.7524 -2.2298 -1.25
H 0.7916 3.8376 -2.0719 0.48
H -1.1242 3.6726 0.4751 0.41
H 0.0045 2.5464 -3.0397 0.34
H -1.7454 3.3979 -1.1965 0.43
H 2.4882 1.8197 -0.3256 0.36
H 1.7088 2.3390 -2.4734 0.44
C -1.3771 2.9184 -0.2798 -1.31
H 1.7495 3.0304 0.7873 0.44
H -2.1585 2.2249 0.0900 0.35
H 1.5991 1.2654 1.1183 0.33
P 0.3335 -2.1527 -0.3054 1.58
C 1.6385 -2.0630 0.9893 -1.02
C -0.9890 -3.4011 -0.0492 -1.57
H 0.7427 -2.7716 -2.5777 0.41
H 1.4750 -3.9845 -1.4781 0.50
H 2.2732 -2.3829 -1.7010 0.41
C 1.3152 -2.9175 -1.6535 -1.43
H -1.9449 -2.8714 -0.0447 0.50
H -0.9896 -4.1151 -0.8733 0.42
H 1.9281 -3.0553 1.3643 0.45
H 1.3058 -1.4431 1.8292 0.23
H -0.8237 -3.9139 0.8954 0.44
H 2.5093 -1.5770 0.5329 0.33
Cl -2.9804 -0.1628 0.5400 -0.03
C -0.5906 2.2636 2.7787 -1.01
C -0.6382 0.7775 2.7336 0.10
N -0.6358 -0.1325 1.7811 0.62
C -1.1036 -1.3172 2.3955 -0.76
C -1.1450 -1.1388 3.7622 -0.86
N -0.8621 0.1997 3.9416 -0.10
H -0.7962 2.5132 3.8417 0.47
H 0.4048 2.6707 2.5210 0.15
H -1.3936 2.7363 2.1885 0.06
H -1.4759 -2.1643 1.8438 0.45
H -1.3951 -1.8155 4.5217 0.51
H -0.9841 0.7043 4.7914 0.23

# 5
16
Properties=species:S:1:pos:R:3:mulliken_charge:R:1 method="wB97M-V/def2-TZVPD" homo_energy_ev="-6.10 / -6.10" orbital_gap_ev="7.01 / 7.01" e_above_lowest_kcal_mol=81.6 largest_force_ev_per_a=0.29
C 0.0394 0.6370 1.6779 -1.23
C -0.1514 0.7290 0.1899 0.01
C -1.1986 -1.5376 -0.1523 -0.97
C 0.9846 1.4051 -0.5591 -0.38
O 1.0859 0.6538 -1.8106 -0.40
C 0.4169 -0.4905 -1.6215 -0.06
N -0.2634 -0.4830 -0.5110 0.28
H -0.6406 -0.0834 2.1507 0.35
H -0.1648 1.6038 2.1542 0.29
H 1.0784 0.3540 1.9597 0.32
H -2.2143 -1.1482 -0.2730 0.33
H -1.0391 -2.4085 -0.7975 0.33
H -1.0465 -1.8296 0.8918 0.31
H 0.8243 2.4564 -0.8339 0.23
H 1.9680 1.3372 -0.0302 0.24
H 0.3212 -1.1954 -2.4351 0.36